Formula: C2H3N2O2
Source: OMol25
Level of theory: ωB97M-V/def2-TZVPD

Structure (XYZ):
```
9
C2H3N2O2, DFT ωB97M-V/def2-TZVPD
O 3.20 1.01 -0.04
O -2.02 1.36 0.17
N 2.27 0.37 0.12
N 0.08 0.62 -0.09
C 1.21 -0.25 0.05
C -1.18 0.18 -0.10
H -1.65 -0.78 -0.31
H 0.29 1.55 -0.05
H 1.16 -1.28 0.11
```

## Properties
- Net charge: +1
- Structure (SMILES): O=C/[NH+]=C/N=O
- ΔE to the lowest compared entry with this formula, charge and spin: 694.9 kJ/mol
- Strongest force on any atom: 12.0 eV Å⁻¹
- Lowest unoccupied orbital energy (alpha / beta): -8.6 / -8.6 eV
- 2S+1: 1
- HOMO-LUMO gap (alpha / beta): 0.2251 / 0.2250 Ha

In the natural (NBO) picture, each atom carries the following charge in e: O 0.06; O -0.50; N 0.36; N -0.54; C 0.18; C 0.43; H 0.25; H 0.45; H 0.30

Formula: C11H14N2O
Source: OMol25
Level of theory: ωB97M-V/def2-TZVPD

Structure (XYZ):
```
28
C11H14N2O, DFT ωB97M-V/def2-TZVPD
O -1.44 -2.57 0.12
N 2.14 -1.80 1.51
N -0.27 -2.32 0.80
C -0.17 -1.09 1.09
C -1.13 -0.03 0.95
C 0.45 1.88 -1.79
C 1.74 0.81 0.08
C -0.59 2.24 -2.60
C -0.75 0.60 -0.31
C 1.61 0.61 1.63
C -1.87 0.80 -1.25
C 0.49 1.19 -0.58
C -1.81 1.66 -2.35
C 1.15 -0.80 1.90
H -1.67 -3.50 -0.10
H 1.28 2.55 -2.11
H 2.11 -0.15 -0.28
H 2.53 1.53 -0.15
H -1.09 0.48 1.88
H 1.79 -2.72 1.49
H -0.33 3.15 -3.19
H -2.71 1.89 -2.97
H -2.16 -0.48 0.89
H 1.05 -0.95 2.94
H -2.81 0.19 -0.99
H 2.53 0.76 2.15
H 2.55 -1.73 0.52
H 0.84 1.17 2.05
```

## Properties
- Net charge: 0
- Structure (SMILES): N[C@H]1CCc2ccccc2C/C1=N\O
- ΔE to the lowest compared entry with this formula, charge and spin: 432.3 kJ/mol
- Strongest force on any atom: 4.5 eV Å⁻¹
- Lowest unoccupied orbital energy: 0.8 eV
- 2S+1: 1
- HOMO-LUMO gap: 0.3503 Ha

In the natural (NBO) picture, each atom carries the following charge in e: O -0.61; N -0.84; N -0.14; C 0.24; C -0.52; C -0.18; C -0.43; C -0.23; C 0.01; C -0.40; C -0.19; C -0.05; C -0.22; C -0.07; H 0.49; H 0.20; H 0.21; H 0.23; H 0.23; H 0.38; H 0.22; H 0.22; H 0.24; H 0.21; H 0.22; H 0.23; H 0.35; H 0.20

Formula: C28H29F8NO24
Source: OMol25
Level of theory: ωB97M-V/def2-TZVPD

Structure (XYZ):
```
90
C28H29F8NO24, DFT ωB97M-V/def2-TZVPD
F -1.82 1.60 -5.33
F 1.21 -0.43 2.85
F 0.61 2.61 -0.53
F 3.45 -1.69 -0.16
F -4.07 4.58 0.86
F -5.53 0.37 3.27
F 1.62 2.73 3.21
F 2.44 -4.53 -4.02
O 3.42 -3.09 -7.78
O 0.63 -0.10 5.00
O -4.39 2.85 -1.76
O 3.73 -4.41 -5.98
O 3.47 -3.95 0.30
O 2.18 -0.41 -2.35
O 5.04 0.64 3.25
O -1.50 0.89 5.27
O 1.25 -0.07 -0.34
O -3.16 1.18 0.36
O -1.18 -1.02 4.32
O -3.48 0.25 2.43
O 5.56 -3.66 0.92
O 3.10 1.52 4.37
O 3.11 -2.41 -5.60
O 4.53 2.84 3.42
O -2.43 3.23 -2.74
O -0.28 3.03 -7.22
O 5.16 -5.49 -0.44
O 0.47 1.03 -2.13
O 1.06 1.39 -7.87
O 0.39 1.75 -5.71
O -3.80 2.38 2.12
O -3.49 4.72 -1.29
N -2.89 -4.78 1.39
C -3.95 2.09 3.46
C 3.35 -3.23 -6.55
C 3.71 -4.27 -4.49
C 0.17 0.55 0.22
C -4.56 4.63 -0.37
C 4.75 -4.47 0.18
C -4.19 0.59 3.53
C -2.35 -3.69 2.03
C 3.52 -2.65 0.75
C -2.41 -2.65 1.05
C -3.31 -3.10 0.00
C -0.96 3.51 -6.14
C -0.74 2.39 -5.11
C -0.21 -1.93 3.91
C 1.33 0.13 -1.67
C -3.28 3.60 -1.89
C -0.03 1.52 -0.89
C 4.22 1.52 3.56
C -5.34 3.48 -0.91
C 2.47 2.69 4.30
C -0.76 -0.03 4.93
C 1.02 -1.07 4.03
C 4.75 -2.63 1.67
C 3.77 -2.77 -4.42
C 0.38 1.98 -7.00
C -3.46 -4.42 0.20
C -3.49 1.24 1.51
C 3.61 3.65 4.05
H -5.52 2.82 -0.07
H 0.33 0.96 1.21
H -0.64 2.76 -4.09
H -0.59 -0.24 0.21
H -3.98 0.04 4.45
H 4.52 -4.78 -3.98
H -6.27 3.67 -1.44
H -3.58 -2.57 -0.91
H -1.94 -1.68 1.08
H 3.27 4.44 3.38
H -2.72 -5.72 1.73
H -1.07 1.80 -1.00
H -0.35 -2.26 2.88
H -1.98 3.51 -6.52
H -4.75 2.56 4.03
H 4.75 -2.33 -4.22
H 1.85 -1.74 4.26
H -0.10 -2.78 4.59
H 3.78 4.20 4.97
H 5.10 -1.60 1.64
H -3.03 2.33 3.99
H 1.83 2.95 5.15
H 4.55 -3.05 2.65
H -0.65 4.52 -5.87
H 3.09 -2.30 -3.70
H 2.68 -2.44 1.41
H -1.85 -3.71 2.99
H -5.15 5.53 -0.51
H -3.97 -5.16 -0.40
```

## Properties
- Net charge: +1
- Strongest force on any atom: 6.8 eV Å⁻¹
- Lowest unoccupied orbital energy (alpha / beta): -4.2 / -8.3 eV
- 2S+1: 2
- HOMO-LUMO gap (alpha / beta): 0.2645 / 0.1136 Ha

In the Löwdin picture, each atom carries the following charge in e: F 0.07; F 0.08; F 0.13; F 0.12; F 0.11; F 0.06; F 0.04; F 0.05; O 0.14; O 0.15; O 0.07; O 0.10; O 0.11; O 0.16; O 0.13; O 0.14; O 0.06; O 0.18; O 0.12; O 0.11; O 0.05; O 0.12; O 0.11; O 0.10; O 0.10; O 0.11; O 0.11; O 0.21; O 0.12; O 0.15; O 0.10; O 0.18; N 0.09; C -0.08; C -0.56; C -0.21; C -0.09; C -0.31; C -0.44; C -0.31; C 0.07; C -0.40; C 0.07; C 0.03; C -0.07; C -0.27; C -0.06; C -0.53; C -0.52; C -0.36; C -0.41; C -0.05; C -0.34; C -0.55; C -0.28; C 0.03; C -0.08; C -0.60; C 0.01; C -0.52; C -0.09; H 0.13; H 0.14; H 0.14; H 0.12; H 0.17; H 0.17; H 0.15; H 0.14; H 0.10; H 0.15; H 0.18; H 0.14; H 0.12; H 0.15; H 0.16; H 0.15; H 0.18; H 0.15; H 0.15; H 0.13; H 0.13; H 0.18; H 0.14; H 0.14; H 0.12; H 0.14; H 0.13; H 0.18; H 0.16